Entry 1:
Density functional theory data (ωB97M-V/def2-TZVPD) for a molecular structure, C9H13BO2S at a distorted geometry.

As for the HOMO energy: -8.43 eV. As for the calculated total energy: -25147.8734 eV. The calculation puts the strongest force on any atom at 5.47 eV Å⁻¹. The orbital gap is 9.022 eV. The spin multiplicity is 1.

```
26
Properties=species:S:1:pos:R:3:forces:R:3
B 0.5186 -0.4477 -0.5839 3.3 4.2 -0.9
C 4.4229 1.1328 0.4340 0.2 -3.0 0.7
C 3.0750 1.2158 0.2501 -2.2 1.1 -2.1
C 4.8822 -0.1564 0.3430 0.6 0.5 -1.1
C 2.5138 0.0868 -0.2180 -4.3 -3.2 -1.0
C -0.4024 0.5819 -1.4300 -0.4 0.9 3.6
C -1.4024 -1.6892 0.0703 1.0 3.4 -0.4
C -2.1615 -0.3388 -0.0361 0.6 0.6 -1.6
C -1.8121 0.6808 1.1150 1.7 -1.3 -1.1
C -3.6355 -0.6292 -0.1441 -3.5 -0.5 1.0
O 0.0221 -1.4420 0.0478 -0.2 -2.1 0.7
O -1.8206 0.2390 -1.3361 1.1 -0.5 -0.1
S 3.6618 -1.2019 -0.2818 0.0 0.8 0.6
H 4.8618 1.9411 0.8479 2.3 2.3 0.9
H 2.6096 2.1578 0.0190 -0.5 0.4 0.8
H 5.9252 -0.4023 0.2749 0.2 -0.4 0.4
H -0.3443 1.6434 -0.9743 0.5 -1.5 -0.5
H -0.0047 0.6846 -2.3904 -0.1 0.0 -1.9
H -1.4924 -2.1442 0.9718 -1.0 -1.4 2.7
H -1.6936 -2.3161 -0.6992 -0.4 -1.2 -1.7
H -2.2088 1.6641 0.8051 0.7 -0.3 0.2
H -0.6156 0.6100 1.3583 -3.3 0.6 -0.4
H -2.4330 0.3402 1.9185 0.2 0.0 1.0
H -4.3958 0.2043 -0.3276 1.7 -0.2 0.6
H -3.9465 -1.0707 0.8422 0.1 0.4 -0.6
H -4.1240 -1.3439 -0.8765 1.8 0.3 0.3
```
Forces are in eV/Å.

Entry 2:
Density functional theory data (ωB97M-V/def2-TZVPD) for a single C3H4I2O molecule at a distorted geometry.

As for the HOMO energy: -9.71 eV. As for the calculated total energy: -21423.7631 eV. The calculation puts the strongest force on any atom at 4.16 eV Å⁻¹. The orbital gap is 9.435 eV. The spin multiplicity is 1.

```
10
Properties=species:S:1:pos:R:3:forces:R:3
O 1.7918 -1.7208 0.1943 -0.5 0.3 0.0
C 1.3383 -0.6705 -0.0910 1.1 0.4 0.1
I 2.8295 1.0276 -0.1849 -0.7 -0.3 0.1
C -0.0636 -0.3422 -0.5007 -1.6 -0.9 3.6
C -0.9839 0.5036 0.5982 2.4 0.5 -2.3
I -2.9810 0.9446 -0.1419 1.0 -0.4 0.4
H -0.0925 0.1167 -1.3875 0.4 2.6 -3.2
H -0.4398 -1.3134 -0.8201 -0.7 -0.3 0.9
H -0.9400 -0.0246 1.5064 -0.8 -0.8 1.1
H -0.4587 1.4790 0.8273 -0.7 -1.0 -0.7
```
Forces are in eV/Å.